Entry 1:
DFT (ωB97M-V/def2-TZVPD) results for a structure of composition C7H14.

Summary:
E_HOMO = -7.54 eV
energy above the lowest of the compared OMol25 structures with the same formula, charge and spin = 477.3 kJ/mol
orbital gap = 8.39 eV
largest force on an atom = 0.43 eV/Å

Last column: Löwdin charge in e.
Cartesian coordinates (Å):
C (0.92000, 1.12931, -1.78166)  -0.076
C (-0.28851, 0.50862, -1.09922)  -0.409
C (-0.48802, -0.95563, -1.25817)  0.018
C (0.04589, -1.78443, 0.38090)  -0.102
C (-0.19973, 0.02693, 0.32753)  -0.500
C (1.09255, 0.40623, 1.03962)  -0.061
C (-1.42744, 0.35724, 1.15897)  -0.051
H (1.18602, 2.10491, -1.35599)  0.075
H (0.69881, 1.27604, -2.84439)  0.078
H (1.78771, 0.46633, -1.72223)  0.076
H (-1.18621, 1.11891, -1.24180)  0.137
H (-1.56549, -1.15413, -1.13573)  0.055
H (-0.61163, -2.60091, 0.08273)  0.077
H (-0.06812, -1.74056, 1.47944)  0.073
H (1.07482, -2.06048, 0.16107)  0.077
H (1.13027, -0.03911, 2.04080)  0.089
H (1.12960, 1.49670, 1.14750)  0.096
H (1.98367, 0.09133, 0.49218)  0.086
H (-2.35101, 0.18329, 0.59869)  0.089
H (-1.46100, -0.24405, 2.07560)  0.083
H (-1.40216, 1.41345, 1.45416)  0.092

Entry 2:
DFT (ωB97M-V/def2-TZVPD) results for a structure of composition C7H7N5O4Ru in a non-equilibrium geometry.

Summary:
E_HOMO (spin up / spin down) = -17.97 / -23.17 eV
total charge = +3
multiplicity = 6
orbital gap (spin up / spin down) = 6.23 / 7.20 eV
largest force on an atom = 9.46 eV/Å

Last column: Löwdin charge in e.
Cartesian coordinates (Å):
Ru (-0.23862, -1.08806, -0.45157)  1.119
O (1.56087, -3.09355, 1.13557)  0.264
C (0.87211, -2.30415, 0.64899)  -0.133
C (-1.26753, 0.17961, -1.57003)  -0.143
O (-1.81866, 0.92060, -2.26299)  0.254
C (-1.81866, -1.41303, 0.58628)  -0.164
O (-2.78677, -1.63679, 1.18668)  0.252
C (1.38066, -0.03656, -0.74138)  -0.211
O (2.43058, 0.38899, -0.96937)  0.217
C (-0.36169, -3.27145, -1.41378)  -0.093
H (0.66613, -3.56851, -1.67494)  0.119
H (-0.87914, -3.86488, -0.64628)  0.112
C (-1.10463, -2.53110, -2.33517)  -0.004
H (-2.19803, -2.52742, -2.29175)  0.114
H (-0.63034, -2.16970, -3.25628)  0.116
N (1.31519, 4.43610, 1.04283)  0.442
N (0.94051, 3.15180, 1.38299)  -0.145
N (0.36976, 2.87262, 2.57313)  0.226
C (-0.15257, 1.65769, 2.31695)  -0.050
N (0.05243, 1.25525, 1.05586)  0.045
N (0.72069, 2.23591, 0.44148)  0.136
H (2.00061, 4.40409, 0.30601)  0.183
H (1.61094, 4.93203, 1.87262)  0.191
H (-0.66383, 1.07053, 3.06416)  0.155

no.,E (a.u.)
1,-274.9345
2,-939.0395